# C2H5NO3

A 2-piece molecular cluster, C2H5NO3 overall at a distorted geometry (wB97M-V/def2-TZVPD, the Open Molecules 2025 dataset).

Geometry as ORCA input:
```
! RIJCOSX wB97M-V def2-TZVPD def2/J DEFGRID3
* xyz 0 3
O -0.46 -1.79 0.33
O 0.10 0.73 -1.71
O 1.85 -0.54 -0.37
N -1.15 1.22 0.11
C 0.88 -0.09 0.32
C -0.14 0.58 -0.53
H 1.02 -0.11 1.51
H -0.54 -1.92 1.29
H 1.59 -0.35 -1.30
H -1.73 1.53 -0.62
H -1.42 0.74 0.96
*
```

## Properties
**⟨S²⟩**: 2.006
**Calculated total energy**: -359.5116 hartree
**Energy above the lowest of the compared OMol25 structures with the same formula, charge and spin**: 5.20 kcal per mole

# C2H5NO3S

C2H5NO3S as an isolated structure at a distorted geometry (wB97M-V/def2-TZVPD, the Open Molecules 2025 dataset).

Geometry as ORCA input:
```
! RIJCOSX wB97M-V def2-TZVPD def2/J DEFGRID3
* xyz 0 1
S -0.49 -0.96 0.82
O -1.72 -1.52 1.30
O 0.52 -1.92 0.64
O -0.03 0.32 1.64
N 1.68 -0.28 -1.58
C -0.68 0.23 -0.43
C -0.26 1.32 0.70
H -1.36 0.43 -1.27
H -1.11 1.98 0.87
H 1.79 -0.91 -0.81
H 0.60 1.96 0.38
H 1.06 -0.64 -2.27
*
```

## Properties
**Calculated total energy**: -757.6460 hartree
**Energy above the lowest of the compared OMol25 structures with the same formula, charge and spin**: 159.93 kcal per mole

> Which value of energy above the lowest of the compared OMol25 structures with the same formula, charge and spin does entry 1 give?

5.20 kcal per mole